120
Properties=species:S:1:pos:R:3:mulliken_charge:R:1 method="wB97M-V/def2-TZVPD" molar_mass_g_mol=928.6 relative_energy_ev=1.583 lumo_ev=-0.381 gap_ev=6.287
Rb -0.5665 1.4886 -0.2092 0.73
C 1.5922 -1.4843 -4.8502 -1.38
C 0.9250 -0.1610 -4.4705 1.95
C 1.9671 0.8071 -3.9287 -1.56
C 0.2395 0.4488 -5.6925 -1.70
O -0.0173 -0.3370 -3.4039 0.11
Si -1.2214 -1.4712 -3.1817 -0.85
S -2.3262 -0.8366 -1.5695 -0.62
O -0.5264 -2.9664 -3.0179 -0.06
C 0.0533 -3.6416 -1.8993 2.05
C 0.9992 -4.6859 -2.4782 -1.89
C 0.8366 -2.6762 -1.0071 -1.45
C -1.0592 -4.3140 -1.1002 -1.80
O -1.9559 -1.5903 -4.6534 0.28
C -3.0629 -2.3313 -5.1768 1.64
C -3.8819 -3.0403 -4.0995 -1.51
C -3.9388 -1.3310 -5.9226 -1.69
C -2.4838 -3.3637 -6.1380 -1.64
H 2.3069 -1.3235 -5.6621 0.59
H 0.8464 -2.2137 -5.1749 0.15
H 2.1248 -1.9042 -3.9906 0.10
H 2.7745 0.9649 -4.6503 0.43
H 2.3879 0.4060 -3.0008 0.11
H 1.5081 1.7714 -3.7039 0.29
H 0.9753 0.6606 -6.4736 0.44
H -0.2591 1.3818 -5.4132 0.34
H -0.5146 -0.2357 -6.0786 0.17
H 1.8017 -4.1968 -3.0385 0.36
H 0.4552 -5.3427 -3.1618 0.38
H 1.4398 -5.2900 -1.6800 0.39
H 1.5710 -2.1286 -1.6079 0.10
H 1.3600 -3.2286 -0.2198 0.67
H 0.1546 -1.9584 -0.5466 0.30
H -1.6261 -4.9825 -1.7536 0.39
H -1.7340 -3.5490 -0.7072 0.23
H -0.6481 -4.8967 -0.2687 0.46
H -4.2558 -2.3256 -3.3668 0.31
H -3.2617 -3.7707 -3.5688 0.18
H -4.7247 -3.5615 -4.5644 0.51
H -4.2243 -0.5269 -5.2399 0.36
H -4.8440 -1.8113 -6.3063 0.41
H -3.3860 -0.8947 -6.7601 0.32
H -1.8258 -4.0431 -5.5896 0.24
H -1.9005 -2.8690 -6.9188 0.31
H -3.2840 -3.9431 -6.6078 0.47
C -2.8609 3.6969 1.9679 -1.18
N -1.7522 3.4214 2.8656 0.91
C -2.1981 2.6234 3.9986 -1.07
C -1.1214 4.6450 3.3360 -1.25
C -0.3788 5.4385 2.2609 -1.19
N 0.3911 4.6212 1.3431 0.76
C 0.9265 5.4455 0.2667 -0.89
C 1.4670 3.9230 2.0201 -0.50
H -3.6391 4.3132 2.4467 0.28
H -3.3181 2.7578 1.6515 0.35
H -2.5030 4.2229 1.0804 0.29
H -2.9627 3.1412 4.6031 0.37
H -1.3493 2.3950 4.6474 0.28
H -2.6104 1.6796 3.6445 0.07
H -0.4288 4.3656 4.1341 0.47
H -1.8621 5.3255 3.7871 0.50
H 0.2660 6.1741 2.7732 0.42
H -1.0915 6.0097 1.6602 0.50
H 1.5754 6.2552 0.6472 0.36
H 0.1087 5.9053 -0.2935 0.32
H 1.5102 4.8356 -0.4220 -0.01
H 2.2064 4.6227 2.4554 0.27
H 1.9824 3.2649 1.3153 -0.14
H 1.0683 3.2992 2.8234 0.15
C -4.8671 -1.8740 6.6407 -1.15
C -4.3101 -2.3452 5.3070 -0.16
N -3.5415 -1.2811 4.6518 -0.03
C -3.3634 -1.1743 3.3021 -0.32
S -1.8649 -0.8210 2.6372 0.01
N -4.4308 -1.3400 2.5037 0.02
C -5.8363 -1.1504 2.8567 -0.69
C -6.6939 -2.3778 2.5689 -1.10
H -5.4026 -2.6861 7.1368 0.38
H -5.5543 -1.0363 6.5011 0.27
H -4.0599 -1.5454 7.2999 0.31
H -5.1132 -2.6616 4.6514 -0.04
H -3.6633 -3.2123 5.4617 0.39
H -2.6827 -1.0566 5.1270 0.32
H -4.1940 -1.2837 1.5241 0.15
H -6.2184 -0.3100 2.2745 0.43
H -5.8918 -0.8645 3.9042 0.34
H -6.6849 -2.6082 1.5020 0.33
H -7.7274 -2.1921 2.8703 0.33
H -6.3305 -3.2563 3.1045 0.29
C 5.2690 0.9607 -2.5425 -1.18
N 5.2024 1.6796 -1.2825 0.29
C 4.4850 2.8185 -1.0642 -0.25
Se 3.3843 3.6947 -2.2174 -0.24
N 4.7429 3.1745 0.2248 0.11
C 5.6153 2.2786 0.8348 0.57
C 6.1579 2.2048 2.1049 -0.95
C 7.0098 1.1386 2.3725 -0.53
C 7.3093 0.1850 1.3993 -0.75
C 6.7656 0.2670 0.1216 -0.64
C 5.9161 1.3292 -0.1358 0.63
H 4.7141 1.5260 -3.2846 0.25
H 4.8252 -0.0317 -2.4456 0.41
H 6.3090 0.8621 -2.8560 0.39
H 4.3260 3.9929 0.6305 0.26
H 5.9360 2.9462 2.8645 0.45
H 7.4519 1.0491 3.3574 0.43
H 7.9697 -0.6382 1.6440 0.40
H 6.9866 -0.4739 -0.6383 0.45
N 5.1220 -1.9848 4.9177 -0.51
C 4.3956 -1.4669 4.1956 -0.32
C 3.4953 -0.8067 3.2787 0.75
C 2.2723 -0.3159 3.7097 -0.86
C 1.4628 0.3276 2.7896 -0.80
N 1.8020 0.5038 1.5115 0.44
C 2.9731 0.0132 1.1069 -0.89
C 3.8509 -0.6499 1.9461 -0.36
H 1.9592 -0.4352 4.7386 0.56
H 0.4930 0.7125 3.0898 0.63
H 3.2179 0.1615 0.0590 0.56
H 4.7954 -1.0309 1.5843 0.83